140
Properties=species:S:1:pos:R:3:forces:R:3 method="wB97M-V/def2-TZVPD" homo_energy_ev=-7.1 largest_force_ev_per_a=2.04 charge=0 homo_lumo_gap_ha=0.2719
C -1.028449 2.213790 3.563653 -0.01 -0.17 0.05
C -2.258936 2.475865 2.692078 0.44 -0.41 0.47
F -3.250465 3.033903 3.525016 -0.07 0.34 0.00
C -2.108540 3.382788 1.458582 0.10 -0.94 -0.11
C -1.390674 4.691770 1.788376 0.34 0.65 0.59
C -1.848058 5.546178 2.970695 -0.24 0.01 -0.08
O -2.584787 6.460888 2.910103 -0.23 0.23 -0.05
Cl -1.060821 5.251604 4.571157 0.17 -0.07 -0.19
O -3.434830 3.507835 0.922785 0.32 0.20 0.13
C -4.299738 4.494369 1.319539 -1.15 0.13 0.31
F -4.065014 5.677584 0.650357 0.26 -0.01 -0.29
C -5.722885 4.047552 0.962757 0.38 0.18 -0.12
C -6.295675 3.160658 2.043421 0.18 0.21 -0.55
O -6.884174 3.625520 2.978122 -0.18 -0.12 0.37
C -1.372035 2.620889 0.254553 -0.66 1.14 0.04
C 0.174507 2.650746 0.308855 0.57 0.04 -0.20
C 0.872897 3.709328 -0.552836 -0.02 0.07 0.27
N 1.415024 4.765902 -0.110760 0.12 0.03 0.23
O -2.030130 1.363258 0.138845 0.28 0.17 -0.11
C -1.412711 0.129034 -0.215395 -0.46 -1.90 0.57
C -2.613171 -0.846169 -0.181545 -0.07 0.78 -0.05
C -0.457383 -0.361534 0.910249 0.68 0.26 -0.28
C 0.733925 -1.228887 0.501304 -0.16 -0.54 -0.03
C 0.387928 -2.693133 0.179116 0.74 -0.32 0.14
N 1.482449 -3.554406 0.677056 -0.56 0.64 -0.06
C -0.774538 0.004715 -1.607365 -0.01 0.59 -0.77
C -1.642572 0.143797 -2.851328 0.09 0.17 -0.30
O -1.452511 1.047208 -3.622369 0.00 0.20 -0.06
N -2.565597 -0.907913 -3.164596 -0.07 0.18 0.38
C -2.001310 -1.724127 -4.243868 -0.16 0.06 0.24
C -3.904765 -0.385286 -3.496554 0.11 -0.81 0.10
P -1.765862 3.420614 -1.457494 0.73 -0.20 -1.33
N -3.346903 2.908999 -1.884708 0.00 0.13 0.60
O -1.959937 5.042817 -1.255081 -0.32 -0.12 0.75
H -0.799442 1.154685 3.634177 0.00 -0.08 -0.25
H -0.124827 2.742534 3.276894 -0.01 0.12 -0.10
H -1.263287 2.528306 4.576461 -0.05 0.11 0.03
H -2.680778 1.521411 2.400228 -0.06 -0.01 -0.42
H -0.346039 4.505704 2.017250 0.02 -0.40 -0.05
H -1.390973 5.384068 0.951741 -0.34 -0.11 -0.20
H -4.276043 4.739589 2.377917 0.36 -0.07 0.08
H -6.311504 4.957343 0.899470 -0.19 0.03 0.10
H -5.693027 3.576118 -0.018937 -0.05 -0.17 0.01
H -6.137519 2.074658 1.931054 0.01 -0.10 0.11
H 0.576077 2.767564 1.313169 -0.17 0.01 0.22
H 0.610635 1.715384 -0.031131 -0.28 -0.18 -0.13
H 0.971146 3.536948 -1.617045 -0.10 -0.16 -0.13
H 1.295474 4.814900 0.903767 0.01 0.13 0.02
H -2.997777 -0.920418 0.833013 0.11 -0.09 0.14
H -2.319445 -1.814438 -0.566916 -0.07 -0.19 0.01
H -3.417151 -0.437508 -0.788128 -0.05 -0.15 -0.19
H -0.062237 0.481677 1.466927 -0.07 0.19 0.04
H -1.022182 -0.936805 1.634227 -0.22 0.00 0.19
H 1.298473 -0.824958 -0.341642 0.03 0.26 0.06
H 1.429063 -1.286114 1.337643 -0.03 0.10 0.16
H 0.292905 -2.840891 -0.903088 -0.45 0.10 -0.07
H -0.534720 -2.999503 0.668279 -0.14 0.08 -0.01
H 2.292944 -3.364778 0.097620 0.19 -0.38 0.27
H 1.240868 -4.528800 0.557886 0.11 -0.08 -0.14
H -0.338030 -0.985795 -1.723817 -0.08 -0.20 0.34
H 0.032424 0.710491 -1.793589 0.09 0.18 0.25
H -1.025382 -2.109731 -3.964665 0.11 0.06 -0.04
H -1.938480 -1.152063 -5.174309 0.11 -0.05 -0.14
H -2.636119 -2.594127 -4.382534 -0.08 -0.07 -0.10
H -4.252736 -0.904455 -4.382586 -0.07 0.11 -0.21
H -4.594230 -0.682559 -2.705958 -0.12 0.33 0.13
H -3.925904 0.687636 -3.667158 0.05 0.09 0.04
H -3.822103 2.442691 -1.118644 0.02 0.04 0.01
H -3.904673 3.708858 -2.165391 0.02 0.05 -0.04
H -1.111436 5.502601 -1.358980 0.04 -0.04 -0.65
C 6.600775 -3.028709 0.043448 0.07 0.02 -0.03
S 5.557191 -4.454279 -0.248838 0.07 0.08 0.09
O 4.167108 -3.995124 0.054702 0.18 -0.08 -0.14
C 6.100695 -5.398908 1.174758 0.00 -0.01 -0.01
H 6.388899 -2.286155 -0.723637 -0.04 -0.05 -0.05
H 6.361158 -2.615964 1.022109 0.06 0.04 0.01
H 7.650683 -3.317494 -0.008030 -0.01 -0.03 -0.01
H 5.934535 -4.820381 2.083130 -0.03 0.05 -0.04
H 7.157514 -5.640682 1.065621 0.00 -0.02 -0.02
H 5.523879 -6.318529 1.219854 0.00 -0.01 0.01
C 4.692052 -9.572886 4.800043 -0.07 -0.01 0.06
S 5.607641 -9.438966 3.258913 0.01 -0.04 0.01
O 5.862184 -7.991170 3.032525 -0.04 -0.01 -0.01
C 4.239370 -9.901833 2.188469 -0.08 -0.01 -0.02
H 5.357122 -9.279755 5.609280 0.04 0.01 -0.03
H 3.829983 -8.906660 4.770736 0.02 0.02 -0.04
H 4.374259 -10.605573 4.943197 0.02 -0.01 0.00
H 3.408526 -9.212708 2.339703 0.03 0.03 0.02
H 3.935241 -10.924360 2.411676 0.02 -0.01 0.00
H 4.585730 -9.840675 1.159064 0.05 0.01 0.01
C 5.905520 0.096623 4.920999 -0.01 0.09 0.02
S 5.633909 -1.318343 3.846287 -0.15 -0.02 0.02
O 6.490135 -1.115875 2.643959 0.03 0.05 0.04
C 3.955895 -0.890375 3.365191 -0.05 -0.01 -0.03
H 6.925349 0.041885 5.295533 0.01 -0.04 -0.02
H 5.769609 1.016871 4.353079 0.00 -0.03 -0.04
H 5.205995 0.054559 5.755737 0.00 -0.02 0.00
H 3.951145 0.095567 2.900081 0.06 0.01 0.00
H 3.311710 -0.902091 4.244489 -0.02 -0.02 0.00
H 3.610920 -1.638113 2.651370 0.04 -0.05 0.02
C 2.651090 -4.944943 -4.869851 0.08 0.01 -0.08
S 1.554452 -3.993647 -3.809449 0.08 -0.06 0.17
O 0.200537 -4.051317 -4.421004 0.05 -0.01 -0.09
C 2.251410 -2.384978 -4.211226 0.04 0.04 -0.07
H 2.356843 -5.989826 -4.801409 -0.04 0.01 0.04
H 2.552990 -4.599901 -5.899182 -0.05 0.02 0.01
H 3.677999 -4.829762 -4.522964 -0.01 -0.01 0.03
H 2.179569 -2.213081 -5.285278 -0.04 -0.03 0.00
H 3.290991 -2.351234 -3.885466 -0.01 -0.01 0.04
H 1.677672 -1.628041 -3.679194 -0.03 -0.02 0.03
C 2.137216 7.926123 -1.938240 0.09 0.03 0.01
S 0.517469 7.782804 -2.700783 0.04 0.29 0.16
O 0.243019 6.332101 -2.868751 -0.09 -0.22 0.03
C 1.002871 8.426923 -4.306411 0.04 -0.06 -0.10
H 2.064027 7.532329 -0.927204 -0.04 -0.07 -0.02
H 2.860267 7.341882 -2.506873 -0.04 -0.04 -0.01
H 2.428676 8.976446 -1.908897 -0.03 0.01 0.00
H 1.806014 7.815417 -4.717751 -0.01 -0.03 0.03
H 1.327666 9.460927 -4.193673 -0.02 0.01 0.03
H 0.135135 8.384617 -4.961090 -0.03 -0.02 0.04
C -6.501066 -0.440862 -7.961302 -0.06 0.03 -0.08
S -5.895370 0.117476 -6.361620 0.01 -0.01 -0.11
O -7.033161 0.033066 -5.409747 0.00 0.02 -0.03
C -5.717070 1.845319 -6.823756 -0.02 0.08 -0.03
H -6.717620 -1.503978 -7.882783 0.02 0.00 0.05
H -7.410130 0.102720 -8.219120 0.00 0.01 0.04
H -5.730859 -0.278669 -8.715386 0.02 -0.01 0.02
H -6.678465 2.233917 -7.160017 -0.02 -0.04 0.02
H -4.969765 1.933165 -7.612233 0.02 -0.01 0.02
H -5.384122 2.391903 -5.943838 0.02 -0.05 0.03
C -0.012155 -2.356354 6.451963 0.07 -0.02 0.06
S -1.244817 -1.489385 5.474359 -0.05 -0.04 -0.02
O -0.521647 -0.863644 4.332488 0.06 -0.09 0.05
C -1.563175 -0.184152 6.668268 0.02 0.05 0.05
H 0.354879 -3.191982 5.859491 -0.04 0.02 -0.04
H 0.809921 -1.679395 6.684968 -0.02 0.04 -0.03
H -0.473388 -2.728035 7.366902 -0.01 -0.01 -0.01
H -0.635622 0.345592 6.886677 0.02 -0.02 -0.04
H -1.979004 -0.620058 7.576400 -0.02 -0.01 -0.01
H -2.284844 0.502371 6.229473 -0.01 -0.03 -0.04